C51H49FeN7O5S2 | wB97M-V/def2-TZVPD

Last column: Löwdin spin population.
Cartesian coordinates (Å):
1 Fe 0.7627 1.0709 0.0451  4.209
2 C 2.1691 -4.1840 -3.3263  0.000
3 C 1.0445 -3.9653 -2.3256  0.000
4 C 0.2605 -5.2477 -2.1053  0.000
5 O 0.1455 -2.9647 -2.7785  0.000
6 C 0.2070 -1.8069 -1.9451  0.001
7 C 1.2485 -2.1491 -0.8783  0.002
8 O 1.5910 -3.5128 -1.1012  0.001
9 C 0.7337 -1.9363 0.5630  0.022
10 O 0.3330 -0.6111 0.6894  0.196
11 C -0.4698 -2.8442 0.8558  0.005
12 C -0.3127 -4.2029 1.1273  0.001
13 C -1.4171 -5.0049 1.3825  0.000
14 C -2.6939 -4.4570 1.3936  0.000
15 C -2.8564 -3.1016 1.1417  0.000
16 C -1.7507 -2.3011 0.8730  0.002
17 C 1.8327 -2.2443 1.5968  0.004
18 C 1.4903 -2.1500 2.9464  0.001
19 C 2.4266 -2.3806 3.9403  0.000
20 C 3.7372 -2.7078 3.6013  0.001
21 C 4.0875 -2.7964 2.2632  0.000
22 C 3.1420 -2.5662 1.2665  0.001
23 C 0.5514 -0.4965 -2.7199  0.020
24 O 0.9120 0.4908 -1.8284  0.188
25 C 1.7049 -0.7686 -3.7075  0.006
26 C 1.5005 -1.4015 -4.9342  0.001
27 C 2.5640 -1.6513 -5.7891  0.000
28 C 3.8536 -1.2739 -5.4336  0.000
29 C 4.0635 -0.6318 -4.2205  0.000
30 C 2.9941 -0.3723 -3.3684  0.001
31 C -0.6624 -0.0187 -3.5396  0.004
32 C -0.6826 1.3184 -3.9341  0.000
33 C -1.6952 1.8043 -4.7478  0.000
34 C -2.7194 0.9619 -5.1699  0.000
35 C -2.7249 -0.3614 -4.7541  0.000
36 C -1.7052 -0.8501 -3.9399  0.001
37 H 1.7526 -4.3655 -4.3178  0.000
38 H 2.7690 -5.0424 -3.0146  0.000
39 H 2.8092 -3.3008 -3.3675  0.000
40 H -0.1558 -5.5792 -3.0588  0.000
41 H -0.5521 -5.0630 -1.4044  0.000
42 H 0.9201 -6.0197 -1.7026  0.000
43 H -0.7695 -1.6460 -1.4811  0.000
44 H 2.1216 -1.5052 -1.0080  -0.001
45 H 0.6822 -4.6317 1.1270  0.000
46 H -1.2787 -6.0643 1.5681  0.000
47 H -3.5551 -5.0813 1.6025  0.000
48 H -3.8474 -2.6610 1.1541  0.000
49 H -1.8675 -1.2405 0.6755  0.001
50 H 0.4704 -1.8881 3.2060  0.000
51 H 2.1367 -2.3109 4.9844  0.000
52 H 4.4728 -2.8987 4.3743  0.000
53 H 5.1068 -3.0437 1.9887  0.000
54 H 3.4418 -2.6552 0.2295  0.000
55 H 0.5018 -1.7049 -5.2234  0.000
56 H 2.3872 -2.1495 -6.7363  0.000
57 H 4.6880 -1.4832 -6.0945  0.000
58 H 5.0621 -0.3250 -3.9285  0.000
59 H 3.1537 0.1491 -2.4312  0.000
60 H 0.1104 1.9685 -3.5844  0.000
61 H -1.6804 2.8432 -5.0638  0.000
62 H -3.5006 1.3321 -5.8250  0.000
63 H -3.5218 -1.0254 -5.0733  0.000
64 H -1.7224 -1.8874 -3.6274  0.000
65 S 3.5803 1.4193 -0.1710  0.090
66 C 2.7922 2.6638 -1.0435  0.012
67 C 3.4350 3.5148 -1.9721  0.003
68 C 2.6976 4.4337 -2.6742  0.002
69 C 1.3191 4.5381 -2.4440  0.002
70 C 0.7571 3.7124 -1.5053  0.006
71 N 1.4669 2.7986 -0.8202  0.041
72 H 4.4999 3.3990 -2.1133  0.002
73 H 3.1779 5.0771 -3.4025  0.000
74 H 0.7055 5.2425 -2.9890  0.000
75 H -0.2994 3.7568 -1.2713  0.000
76 S -1.6629 1.5726 -0.0699  0.088
77 C -2.1359 2.4812 1.3784  0.009
78 N -3.2684 2.3252 1.9756  0.015
79 N -4.0814 1.4035 1.4670  0.008
80 C -5.2482 1.0300 2.1203  0.000
81 C -6.0263 0.0043 1.5819  0.001
82 C -7.1773 -0.4114 2.2303  0.000
83 C -7.5812 0.1859 3.4163  0.001
84 C -6.8213 1.2265 3.9371  0.000
85 C -5.6641 1.6504 3.3040  0.001
86 N -1.3197 3.4434 1.9726  0.003
87 N -0.1533 3.3548 1.6540  0.013
88 C 0.7014 4.3572 2.1782  0.001
89 C 2.0675 4.1008 2.1470  -0.001
90 C 2.9609 5.0483 2.6226  0.000
91 C 2.5043 6.2638 3.1141  0.000
92 C 1.1363 6.5183 3.1490  0.000
93 C 0.2375 5.5685 2.6960  0.000
94 H -3.7443 0.8911 0.6572  0.004
95 H -5.7179 -0.4634 0.6513  0.000
96 H -7.7660 -1.2149 1.8054  0.000
97 H -8.4724 -0.1544 3.9262  0.000
98 H -7.1340 1.7155 4.8514  0.000
99 H -5.0586 2.4555 3.6982  0.000
100 H 2.4116 3.1409 1.7671  0.000
101 H 4.0213 4.8277 2.6217  0.000
102 H 3.2069 7.0094 3.4654  0.000
103 H 0.7694 7.4647 3.5295  0.000
104 H -0.8302 5.7423 2.7272  0.000
105 C -1.1556 0.9148 4.4996  0.000
106 N -0.2878 0.7616 3.3530  0.000
107 C 1.0432 1.0176 3.3311  0.002
108 N 1.6529 1.2154 4.5469  0.001
109 O 1.6920 1.0801 2.2858  0.026
110 H -2.1807 0.7463 4.1795  0.000
111 H -1.0939 1.9205 4.9268  0.000
112 H -0.9166 0.1879 5.2826  0.000
113 H -0.7039 0.6767 2.4369  0.000
114 H 1.2098 0.8546 5.3741  0.000
115 H 2.6542 1.1249 4.5087  0.000

Calculated values
Spin multiplicity: 6
Relative energy (zero: lowest compared OMol25 entry of this formula, charge and spin) in eV: 0.444
Net charge: -1
Frontier orbital gap (alpha / beta) in eV: 6.9 / 6.8
Max |F| in eV/A: 2.029